# 1
Molecular formula: C40H34BrN7O3RbS3
Method: DFT, wB97M-V/def2-TZVPD

```
89
C40H34BrN7O3RbS3, DFT wB97M-V/def2-TZVPD
Rb 10.509 18.275 11.049
Br 13.461 7.713 6.828
C 11.963 8.230 7.893
C 10.721 8.366 7.330
C 9.627 8.703 8.098
C 9.854 9.044 9.438
C 11.071 8.842 10.034
C 12.168 8.393 9.249
N 8.779 9.443 10.256
N 8.586 10.633 10.624
C 9.247 11.820 10.332
C 10.211 12.114 9.325
C 10.649 13.366 9.064
C 10.134 14.536 9.684
O 10.513 15.728 9.414
C 9.139 14.275 10.766
N 8.738 15.315 11.503
C 7.920 15.135 12.524
C 7.374 13.902 12.853
C 7.737 12.853 12.115
C 8.715 12.936 11.073
H 10.602 8.198 6.250
H 8.624 8.668 7.638
H 11.234 9.150 11.077
H 13.166 8.227 9.688
H 10.631 11.283 8.770
H 11.435 13.582 8.382
H 7.840 16.074 13.099
H 6.726 13.892 13.726
H 7.337 11.856 12.274
C 6.391 16.998 6.282
C 5.825 18.212 6.711
C 6.664 19.162 7.301
C 7.988 18.908 7.439
C 8.495 17.648 7.128
C 7.726 16.711 6.502
N 8.910 19.765 8.170
N 8.697 20.988 8.107
C 9.538 21.790 9.032
C 9.536 23.133 8.689
C 10.264 24.048 9.483
C 10.924 23.526 10.572
C 10.867 22.169 10.946
C 10.094 21.199 10.196
H 5.813 16.266 5.740
H 4.716 18.308 6.588
H 6.283 20.111 7.619
H 9.509 17.416 7.372
H 8.146 15.799 6.118
H 8.993 23.478 7.774
H 10.372 25.068 9.162
H 11.602 24.172 11.181
H 11.362 21.950 11.884
C 13.558 17.122 14.306
C 12.548 18.063 14.919
N 11.498 18.471 14.226
C 10.815 19.400 14.959
C 11.219 19.549 16.226
S 12.642 18.663 16.488
C 9.638 20.105 14.337
C 9.200 21.359 14.642
S 7.863 21.755 13.611
C 8.027 20.223 12.872
N 8.957 19.459 13.374
C 7.213 19.752 11.689
H 14.060 17.600 13.457
H 13.125 16.286 13.799
H 14.294 16.895 15.004
H 10.714 20.150 16.936
H 9.744 22.080 15.219
H 6.164 19.938 11.900
H 7.334 18.687 11.594
H 7.451 20.284 10.788
O 14.382 10.395 10.706
C 14.933 10.346 11.693
O 14.518 18.951 9.846
S 13.497 19.976 9.717
C 14.283 21.409 10.475
C 15.368 21.842 9.492
C 14.769 21.813 8.075
C 13.622 20.780 8.111
H 14.724 21.046 11.410
H 13.632 22.235 10.657
H 16.151 21.073 9.442
H 15.845 22.777 9.828
H 15.514 21.460 7.325
H 14.422 22.781 7.750
H 13.946 19.955 7.463
H 12.604 21.055 7.816
```

Computed properties:
2S+1: 1
Maximum force in eV/Å: 3.022
Charge: -1
Relative energy (zero: lowest compared OMol25 entry of this formula, charge and spin) in kcal per mole: 109.8
E_HOMO in eV: -4.4

These are the Löwdin partial charges, in e, on atoms 1 to 4: 0.646, 0.684, -0.708, -0.155


# 2
Molecular formula: C23H52O4OsP4
Method: DFT, wB97M-V/def2-TZVPD

```
84
C23H52O4OsP4, DFT wB97M-V/def2-TZVPD
Os -0.054 0.058 -0.287
P -0.636 1.876 -1.504
P -2.284 -0.189 0.541
P 2.004 -0.144 -1.413
H -1.278 -2.344 -0.758
C -0.245 -1.986 -0.721
C 0.384 -1.797 0.598
H -0.201 -2.055 1.487
C -1.339 1.323 -3.109
C -1.897 3.025 -0.846
C 0.649 3.100 -1.948
C -2.615 -1.676 1.573
C -3.143 1.078 1.551
C -3.466 -0.495 -0.845
C 3.009 -1.671 -1.222
C 3.261 1.109 -1.008
C 1.860 -0.179 -3.247
H 0.387 -2.318 -1.550
H 1.441 -2.070 0.699
H -1.656 2.198 -3.691
H -2.205 0.674 -2.940
H -0.600 0.762 -3.691
H -1.961 3.905 -1.499
H -1.589 3.358 0.151
H -2.886 2.560 -0.781
H 0.166 3.996 -2.359
H 1.357 2.711 -2.685
H 1.190 3.386 -1.039
H -3.690 -1.735 1.784
H -2.067 -1.594 2.519
H -2.305 -2.589 1.058
H -4.182 1.168 1.209
H -2.667 2.057 1.467
H -3.150 0.776 2.605
H -4.394 -0.902 -0.423
H -3.040 -1.228 -1.539
H -3.693 0.428 -1.388
H 3.924 -1.557 -1.818
H 2.466 -2.549 -1.584
H 3.298 -1.833 -0.180
H 4.184 0.885 -1.557
H 3.452 1.061 0.068
H 2.923 2.114 -1.262
H 2.828 -0.478 -3.671
H 1.577 0.788 -3.671
H 1.114 -0.928 -3.539
C 0.523 -0.416 -7.257
C -0.128 -0.841 -8.437
C -0.107 -2.201 -8.753
C 0.583 -3.110 -7.935
C 1.311 -2.653 -6.829
C 1.327 -1.292 -6.523
O 0.321 0.819 -6.696
H -0.262 1.341 -7.277
H -0.655 -0.116 -9.059
H -0.633 -2.560 -9.641
H 0.563 -4.176 -8.166
H 1.873 -3.341 -6.195
H 1.908 -0.890 -5.695
C 4.564 -0.306 3.341
C 3.369 -0.609 2.481
O 2.763 0.629 2.042
P 1.222 1.166 2.298
O 1.542 2.370 3.346
C 2.427 2.282 4.529
C 2.313 1.073 5.424
O 0.441 0.133 3.352
C -0.625 0.827 4.097
C -1.346 -0.102 5.037
H 5.154 0.541 2.985
H 5.190 -1.198 3.310
H 4.287 -0.110 4.379
H 3.664 -1.181 1.587
H 2.607 -1.184 3.022
H 3.454 2.390 4.162
H 2.148 3.180 5.089
H 2.352 0.110 4.895
H 3.173 1.105 6.107
H 1.439 1.114 6.087
H -0.198 1.637 4.701
H -1.314 1.271 3.364
H -0.701 -0.883 5.461
H -1.745 0.512 5.856
H -2.212 -0.548 4.537
```

Computed properties:
2S+1: 5
Maximum force in eV/Å: 5.212
Expectation value of S²: 6.0381
Charge: +4
Relative energy (zero: lowest compared OMol25 entry of this formula, charge and spin) in kcal per mole: 17.0
E_HOMO (spin up / spin down) in eV: -20.2 / -20.2

These are the Löwdin partial charges, in e, on atoms 1 to 4: 0.899, 0.588, 0.711, 0.699


# 3
Molecular formula: C12H19N3O3S
Method: DFT, wB97M-V/def2-TZVPD

```
38
C12H19N3O3S, DFT wB97M-V/def2-TZVPD
C -2.505 -3.868 -3.109
C -1.894 -2.680 -2.586
C -1.628 -2.884 -1.130
C -1.201 -1.535 -0.316
H -2.024 -0.577 -0.548
H -1.209 -1.694 0.892
C 0.183 -1.115 -0.499
C 0.219 -0.187 -2.064
O -0.525 0.732 -2.225
O 1.097 -0.635 -2.867
H 1.340 -0.043 -3.632
H 0.974 -1.869 -0.970
C 0.829 -0.175 0.286
C 1.543 -1.165 1.523
H 0.587 -1.411 1.990
H 2.065 -0.519 2.348
H 1.911 -1.975 1.257
C 0.159 0.929 0.903
C 1.118 1.952 1.280
O 2.328 1.978 1.502
N 0.334 3.115 1.964
C 1.071 4.076 2.767
N 0.386 5.009 3.178
N 1.144 5.927 3.836
C 2.447 5.873 3.288
S 2.661 4.212 2.615
H 2.901 6.435 3.920
H -0.539 2.981 1.913
H -0.326 1.383 0.089
H -0.605 0.569 1.577
H 2.022 0.130 -0.214
H -1.003 -3.486 -0.892
H -2.598 -3.078 -0.577
H -0.979 -2.348 -2.937
H -2.498 -1.642 -2.642
H -1.717 -4.763 -3.031
H -3.505 -3.861 -2.876
H -2.560 -3.793 -4.015
```

Computed properties:
2S+1: 1
Maximum force in eV/Å: 13.354
SMILES: CCCC[C@@H](C(=O)O)[C@H](C)CC(=O)Nc1nncs1
Charge: 0
Relative energy (zero: lowest compared OMol25 entry of this formula, charge and spin) in kcal per mole: 268.5
E_HOMO in eV: -8.9

These are the natural (NBO) partial charges, in e, on atoms 1 to 4: -0.586, -0.396, -0.328, -0.425


maximum force of number 1 (C40H34BrN7O3RbS3)?
3.022 eV/Å


What is the formula in the first record?
C40H34BrN7O3RbS3


Repeat the first record exactly.
Molecular formula: C40H34BrN7O3RbS3
Method: DFT, wB97M-V/def2-TZVPD

```
89
C40H34BrN7O3RbS3, DFT wB97M-V/def2-TZVPD
Rb 10.509 18.275 11.049
Br 13.461 7.713 6.828
C 11.963 8.230 7.893
C 10.721 8.366 7.330
C 9.627 8.703 8.098
C 9.854 9.044 9.438
C 11.071 8.842 10.034
C 12.168 8.393 9.249
N 8.779 9.443 10.256
N 8.586 10.633 10.624
C 9.247 11.820 10.332
C 10.211 12.114 9.325
C 10.649 13.366 9.064
C 10.134 14.536 9.684
O 10.513 15.728 9.414
C 9.139 14.275 10.766
N 8.738 15.315 11.503
C 7.920 15.135 12.524
C 7.374 13.902 12.853
C 7.737 12.853 12.115
C 8.715 12.936 11.073
H 10.602 8.198 6.250
H 8.624 8.668 7.638
H 11.234 9.150 11.077
H 13.166 8.227 9.688
H 10.631 11.283 8.770
H 11.435 13.582 8.382
H 7.840 16.074 13.099
H 6.726 13.892 13.726
H 7.337 11.856 12.274
C 6.391 16.998 6.282
C 5.825 18.212 6.711
C 6.664 19.162 7.301
C 7.988 18.908 7.439
C 8.495 17.648 7.128
C 7.726 16.711 6.502
N 8.910 19.765 8.170
N 8.697 20.988 8.107
C 9.538 21.790 9.032
C 9.536 23.133 8.689
C 10.264 24.048 9.483
C 10.924 23.526 10.572
C 10.867 22.169 10.946
C 10.094 21.199 10.196
H 5.813 16.266 5.740
H 4.716 18.308 6.588
H 6.283 20.111 7.619
H 9.509 17.416 7.372
H 8.146 15.799 6.118
H 8.993 23.478 7.774
H 10.372 25.068 9.162
H 11.602 24.172 11.181
H 11.362 21.950 11.884
C 13.558 17.122 14.306
C 12.548 18.063 14.919
N 11.498 18.471 14.226
C 10.815 19.400 14.959
C 11.219 19.549 16.226
S 12.642 18.663 16.488
C 9.638 20.105 14.337
C 9.200 21.359 14.642
S 7.863 21.755 13.611
C 8.027 20.223 12.872
N 8.957 19.459 13.374
C 7.213 19.752 11.689
H 14.060 17.600 13.457
H 13.125 16.286 13.799
H 14.294 16.895 15.004
H 10.714 20.150 16.936
H 9.744 22.080 15.219
H 6.164 19.938 11.900
H 7.334 18.687 11.594
H 7.451 20.284 10.788
O 14.382 10.395 10.706
C 14.933 10.346 11.693
O 14.518 18.951 9.846
S 13.497 19.976 9.717
C 14.283 21.409 10.475
C 15.368 21.842 9.492
C 14.769 21.813 8.075
C 13.622 20.780 8.111
H 14.724 21.046 11.410
H 13.632 22.235 10.657
H 16.151 21.073 9.442
H 15.845 22.777 9.828
H 15.514 21.460 7.325
H 14.422 22.781 7.750
H 13.946 19.955 7.463
H 12.604 21.055 7.816
```

Computed properties:
2S+1: 1
Maximum force in eV/Å: 3.022
Charge: -1
Relative energy (zero: lowest compared OMol25 entry of this formula, charge and spin) in kcal per mole: 109.8
E_HOMO in eV: -4.4

These are the Löwdin partial charges, in e, on atoms 1 to 4: 0.646, 0.684, -0.708, -0.155


Copy entry 2 word for word.
Molecular formula: C23H52O4OsP4
Method: DFT, wB97M-V/def2-TZVPD

```
84
C23H52O4OsP4, DFT wB97M-V/def2-TZVPD
Os -0.054 0.058 -0.287
P -0.636 1.876 -1.504
P -2.284 -0.189 0.541
P 2.004 -0.144 -1.413
H -1.278 -2.344 -0.758
C -0.245 -1.986 -0.721
C 0.384 -1.797 0.598
H -0.201 -2.055 1.487
C -1.339 1.323 -3.109
C -1.897 3.025 -0.846
C 0.649 3.100 -1.948
C -2.615 -1.676 1.573
C -3.143 1.078 1.551
C -3.466 -0.495 -0.845
C 3.009 -1.671 -1.222
C 3.261 1.109 -1.008
C 1.860 -0.179 -3.247
H 0.387 -2.318 -1.550
H 1.441 -2.070 0.699
H -1.656 2.198 -3.691
H -2.205 0.674 -2.940
H -0.600 0.762 -3.691
H -1.961 3.905 -1.499
H -1.589 3.358 0.151
H -2.886 2.560 -0.781
H 0.166 3.996 -2.359
H 1.357 2.711 -2.685
H 1.190 3.386 -1.039
H -3.690 -1.735 1.784
H -2.067 -1.594 2.519
H -2.305 -2.589 1.058
H -4.182 1.168 1.209
H -2.667 2.057 1.467
H -3.150 0.776 2.605
H -4.394 -0.902 -0.423
H -3.040 -1.228 -1.539
H -3.693 0.428 -1.388
H 3.924 -1.557 -1.818
H 2.466 -2.549 -1.584
H 3.298 -1.833 -0.180
H 4.184 0.885 -1.557
H 3.452 1.061 0.068
H 2.923 2.114 -1.262
H 2.828 -0.478 -3.671
H 1.577 0.788 -3.671
H 1.114 -0.928 -3.539
C 0.523 -0.416 -7.257
C -0.128 -0.841 -8.437
C -0.107 -2.201 -8.753
C 0.583 -3.110 -7.935
C 1.311 -2.653 -6.829
C 1.327 -1.292 -6.523
O 0.321 0.819 -6.696
H -0.262 1.341 -7.277
H -0.655 -0.116 -9.059
H -0.633 -2.560 -9.641
H 0.563 -4.176 -8.166
H 1.873 -3.341 -6.195
H 1.908 -0.890 -5.695
C 4.564 -0.306 3.341
C 3.369 -0.609 2.481
O 2.763 0.629 2.042
P 1.222 1.166 2.298
O 1.542 2.370 3.346
C 2.427 2.282 4.529
C 2.313 1.073 5.424
O 0.441 0.133 3.352
C -0.625 0.827 4.097
C -1.346 -0.102 5.037
H 5.154 0.541 2.985
H 5.190 -1.198 3.310
H 4.287 -0.110 4.379
H 3.664 -1.181 1.587
H 2.607 -1.184 3.022
H 3.454 2.390 4.162
H 2.148 3.180 5.089
H 2.352 0.110 4.895
H 3.173 1.105 6.107
H 1.439 1.114 6.087
H -0.198 1.637 4.701
H -1.314 1.271 3.364
H -0.701 -0.883 5.461
H -1.745 0.512 5.856
H -2.212 -0.548 4.537
```

Computed properties:
2S+1: 5
Maximum force in eV/Å: 5.212
Expectation value of S²: 6.0381
Charge: +4
Relative energy (zero: lowest compared OMol25 entry of this formula, charge and spin) in kcal per mole: 17.0
E_HOMO (spin up / spin down) in eV: -20.2 / -20.2

These are the Löwdin partial charges, in e, on atoms 1 to 4: 0.899, 0.588, 0.711, 0.699